No. 1
# C23H17ClN4OS

An isolated molecule of C23H17ClN4OS in a non-equilibrium geometry (ωB97M-V/def2-TZVPD, OMol25).

Geometry as XYZ:
```
47
Properties=species:S:1:pos:R:3:forces:R:3:lowdin_charge:R:1
C 7.49435 -0.21126 -2.44870 0.5 0.0 0.0 -0.01
N 6.08809 -0.43104 -2.62706 -0.2 0.1 0.1 -0.09
C 5.10633 0.06248 -1.85049 -0.4 0.0 0.1 0.03
C 3.86169 -0.35044 -2.31023 0.5 0.0 -0.1 -0.13
C 2.57789 -0.06435 -1.79500 -0.2 0.4 0.6 0.07
C 2.24469 0.69641 -0.71095 -0.4 -0.7 -1.0 -0.14
C 3.17870 1.34929 0.10491 0.5 0.2 0.3 -0.22
N 3.91732 1.89900 0.79520 0.2 0.1 0.1 0.18
C 0.81559 0.84394 -0.37745 -0.1 0.2 0.2 -0.45
O -0.08044 0.32238 -1.01851 0.3 -0.1 -0.2 -0.02
N 0.54426 1.61954 0.71821 0.5 -0.1 -0.2 0.12
C -0.73932 1.84190 1.13959 -0.9 -0.2 -0.2 -0.57
N -1.03836 2.56503 2.16370 1.0 0.1 0.1 0.06
C -2.38157 2.61013 2.34572 -0.6 -0.2 -0.4 -0.19
C -3.12852 1.91912 1.44585 0.4 0.3 0.0 -0.50
S -2.08668 1.13953 0.28539 -0.3 0.5 0.6 1.16
C -4.61086 1.74543 1.41064 0.1 -0.2 0.0 -0.16
C -4.96483 0.38579 1.95847 -0.2 -0.1 0.0 -0.23
C -5.36333 0.24500 3.27991 0.0 -0.1 -0.1 -0.06
C -5.64395 -1.01457 3.78167 0.1 0.0 -0.2 -0.67
C -5.52840 -2.14398 2.98919 0.0 0.0 0.1 -0.11
C -5.12351 -1.99788 1.67336 0.0 0.0 0.0 -0.07
C -4.84334 -0.74469 1.16005 -0.1 0.0 0.1 -0.05
H -4.52143 -0.64025 0.13455 0.0 0.0 -0.1 0.10
H -5.02682 -2.87101 1.04603 0.0 -0.1 -0.1 0.11
H -5.75008 -3.11765 3.39656 0.0 -0.1 0.1 0.10
Cl -6.14740 -1.17627 5.42966 -0.1 0.0 0.2 0.67
H -5.45593 1.11092 3.91737 0.0 0.1 0.1 0.11
H -5.07676 2.52807 2.01142 0.0 0.0 -0.1 0.12
H -4.96342 1.82997 0.38061 -0.1 0.1 0.1 0.12
H -2.76217 3.18590 3.16974 -0.2 0.1 0.1 0.11
H 1.28449 2.05337 1.25462 -0.1 0.0 0.0 0.14
H 1.73766 -0.50079 -2.32212 -0.1 0.0 0.1 0.13
C 4.12743 -1.16634 -3.46911 0.4 0.0 0.0 -0.11
C 3.32140 -1.86261 -4.36379 0.1 0.0 0.0 -0.02
C 3.92804 -2.55877 -5.38811 -0.2 0.0 0.0 -0.09
C 5.31570 -2.57378 -5.53639 0.1 0.0 0.0 -0.09
C 6.13756 -1.89164 -4.66275 0.1 0.0 0.0 -0.01
C 5.52968 -1.18991 -3.63079 -0.6 -0.3 -0.3 -0.17
H 7.21034 -1.90515 -4.77985 0.1 0.0 0.0 0.11
H 5.75271 -3.13069 -6.35133 0.0 0.0 -0.1 0.10
H 3.32098 -3.10585 -6.09356 -0.1 0.0 -0.1 0.10
H 2.24740 -1.85868 -4.25960 -0.1 0.0 0.0 0.11
H 5.33305 0.68461 -1.00614 0.1 0.1 0.1 0.12
H 7.65391 0.42955 -1.58381 0.0 0.0 0.0 0.10
H 7.91845 0.27072 -3.33246 0.0 0.0 0.1 0.10
H 8.01016 -1.16082 -2.28862 0.0 0.1 0.0 0.10
```
Positions in Å, forces in eV/Å.

Its LUMO energy is -0.63 eV. Its structure (SMILES) is Cn1cc(/C=C(\C#N)C(=O)Nc2ncc(Cc3cccc(Cl)c3)s2)c2ccccc21. As for the energy: -55493.28466 eV.

***

No. 2
# C23H17N2O7Pb

A structure of composition C23H17N2O7Pb in a non-equilibrium geometry (ωB97M-V/def2-TZVPD, OMol25).

Geometry as XYZ:
```
50
Properties=species:S:1:pos:R:3:forces:R:3:lowdin_charge:R:1
Pb 14.01230 9.67665 12.35914 -0.1 -0.1 -0.5 1.45
C 18.33197 8.62051 10.15343 0.2 0.7 0.3 -0.05
O 18.67769 9.51370 11.23265 -0.1 -0.5 -0.2 -0.10
C 18.12074 10.74504 11.08491 0.5 1.2 -0.1 -0.25
C 18.97301 11.84640 10.99180 0.5 -0.2 0.0 -0.02
C 18.46938 13.14642 10.83919 -0.8 -0.6 -0.2 -0.11
C 17.08891 13.29730 10.71794 1.0 -0.1 0.4 -0.07
C 16.20708 12.21576 10.86860 1.2 1.5 -0.4 -0.16
C 14.82413 12.56769 10.70756 0.0 0.0 0.2 -0.10
N 13.88704 11.79023 11.06574 -0.7 0.3 -0.4 -0.11
N 12.61948 12.24884 10.74074 -0.5 -0.7 0.1 0.04
C 11.77682 11.22590 10.70813 0.4 1.1 0.2 -0.49
O 12.07462 10.01279 10.95791 -0.3 -0.3 0.2 -0.21
C 10.36263 11.61545 10.33668 0.5 -0.1 -0.1 -0.15
C 10.02665 12.95484 10.09965 -0.2 0.0 0.3 -0.03
C 8.71478 13.29889 9.77364 1.2 -0.3 0.0 -0.10
C 7.77928 12.31461 9.59902 -1.1 -0.7 0.1 -0.13
C 8.10675 10.98162 9.79322 0.2 -0.5 0.1 -0.09
C 9.40227 10.62538 10.18776 -0.5 -0.7 0.1 -0.03
C 16.71093 10.91938 11.06610 -0.2 0.0 0.0 -0.32
O 15.91732 9.90556 11.18495 -0.1 -0.9 0.3 -0.28
H 18.80432 7.68538 10.41934 -0.1 -0.3 -0.2 0.09
H 18.71766 9.02582 9.20682 0.1 -0.2 0.1 0.09
H 17.25460 8.55496 10.07745 -0.2 -0.4 0.0 0.07
H 20.07741 11.68301 11.01694 -1.1 0.0 0.0 0.12
H 19.13536 13.98680 10.74310 0.1 0.1 0.0 0.08
H 16.67855 14.28427 10.54109 -0.1 0.0 0.0 0.10
H 14.57770 13.55521 10.27629 0.1 -0.5 0.1 0.13
H 10.79468 13.71730 10.22618 -0.2 -0.3 -0.1 0.10
H 8.45108 14.31223 9.59841 -0.1 0.8 0.0 0.09
H 6.74179 12.55500 9.36815 0.2 0.1 -0.1 0.10
H 7.34583 10.21154 9.62611 0.3 0.3 0.2 0.10
H 9.65190 9.56513 10.41559 -0.1 1.0 -0.3 0.13
O 13.98865 5.48233 10.86175 0.1 0.1 0.0 0.03
C 14.13217 6.67436 10.62193 -0.1 0.1 0.0 -0.58
O 14.07918 7.60936 11.52418 0.0 -0.3 -0.5 -0.28
C 14.36055 7.07717 9.15612 -0.3 -0.6 0.4 -0.12
C 14.24243 8.38314 8.75432 0.4 -0.1 -1.2 -0.02
C 14.39512 8.74243 7.39188 -0.6 0.6 0.8 0.03
C 14.58662 7.72952 6.50503 0.1 0.3 -0.2 -0.23
O 14.68654 7.78753 5.13196 0.0 0.1 -0.3 0.02
C 15.22202 6.51866 4.80100 0.1 -0.1 0.4 -0.17
O 14.78456 5.60377 5.79748 0.1 0.0 -0.4 0.02
C 14.65970 6.41286 6.90272 0.0 -0.4 0.4 -0.23
C 14.56378 6.04678 8.20889 0.0 -0.6 0.9 0.07
H 14.02378 9.11274 9.49072 -0.1 0.7 0.3 0.07
H 14.25776 9.77661 7.07712 0.2 -0.3 0.0 0.12
H 16.31333 6.58247 4.84929 0.2 0.0 -0.1 0.14
H 14.87986 6.18584 3.83536 -0.2 0.0 -0.3 0.13
H 14.62425 4.99943 8.55405 -0.1 0.7 -0.3 0.14
```
Positions in Å, forces in eV/Å.

Its LUMO energy is 2.75 eV. As for the energy: -46689.38729 eV. The charge is -1.

***

No. 3
# C23H18AsBrMoNO3PS5

A structure of composition C23H18AsBrMoNO3PS5 in a non-equilibrium geometry (ωB97M-V/def2-TZVPD, OMol25).

Geometry as XYZ:
```
54
Properties=species:S:1:pos:R:3:forces:R:3:lowdin_charge:R:1
Mo -1.20477 0.16128 -1.40885 -0.8 -3.0 -1.5 0.95
O -3.00535 3.14811 0.26121 0.1 0.2 0.2 -0.17
S -2.06146 2.11345 0.40841 0.0 0.4 0.6 0.58
O -2.55083 0.70964 0.47270 0.1 0.0 -0.3 -0.47
O -1.08251 2.02475 -0.79596 0.3 1.2 0.1 -0.54
C -0.93237 2.28286 1.73821 -0.1 -0.2 -0.1 -0.27
C -0.75272 3.44650 2.46012 -0.2 0.1 -0.1 0.00
C 0.22948 3.46075 3.44153 0.0 -0.1 0.1 -0.01
C 0.99312 2.32701 3.68878 -0.1 0.1 0.0 -0.01
C 0.80853 1.16689 2.94672 -0.1 0.0 -0.1 -0.03
C -0.16032 1.14041 1.95032 -0.1 0.1 -0.1 -0.31
P -0.30223 -0.31812 0.87228 1.1 -0.5 0.5 1.00
C -1.03496 -1.66637 1.78748 -0.1 0.1 -0.2 -0.35
C -1.74710 -1.38869 2.95590 0.0 0.0 -0.1 -0.06
C -2.33379 -2.42765 3.65715 0.0 0.0 0.1 -0.03
C -2.22839 -3.73135 3.19269 0.0 0.1 0.0 -0.03
C -1.52806 -4.00566 2.02395 0.0 -0.1 0.0 -0.05
C -0.93178 -2.97826 1.31611 0.0 0.0 0.1 -0.14
C 1.42516 -0.63719 0.45282 -0.1 0.1 0.0 -0.39
C 2.00993 0.31313 -0.39619 0.0 0.0 0.2 -0.12
C 3.31670 0.14816 -0.82054 0.0 0.0 -0.1 -0.05
C 4.04977 -0.94850 -0.38230 0.0 0.0 0.0 -0.03
C 3.47814 -1.87735 0.47595 0.0 0.0 0.0 -0.03
C 2.16029 -1.73384 0.88711 -0.1 -0.1 0.0 -0.06
H -1.37235 4.31282 2.26747 0.0 0.0 0.0 0.14
H 0.39251 4.35870 4.02122 0.0 0.0 0.0 0.13
H 1.74200 2.34020 4.46909 0.0 0.0 0.0 0.13
H 1.41189 0.29043 3.14649 0.1 0.0 0.0 0.13
H -1.84053 -0.37112 3.31235 0.0 0.0 0.0 0.12
H -2.87651 -2.21786 4.56874 0.0 0.0 0.0 0.12
H -2.69651 -4.53656 3.74257 0.0 0.0 0.0 0.12
H -1.45102 -5.02364 1.66670 0.0 0.0 0.0 0.12
H -0.37881 -3.20503 0.41356 0.0 0.0 0.0 0.06
H 1.46541 1.21890 -0.65354 0.0 0.0 -0.1 0.09
H 3.77237 0.88038 -1.47433 0.0 0.0 0.0 0.12
H 5.07844 -1.06587 -0.69532 0.0 0.0 0.0 0.12
H 4.06067 -2.71634 0.83188 0.0 0.0 0.0 0.12
H 1.71421 -2.46255 1.55227 0.0 0.0 0.0 0.11
S -3.49366 -2.86373 -4.20557 0.0 0.5 0.6 0.17
As -3.71402 -2.08438 -2.34625 -0.4 -0.5 -0.1 -0.15
S -0.69946 -1.88074 -1.85777 -0.2 1.7 0.7 0.36
S -3.32121 0.23060 -2.25286 0.4 -0.6 0.1 0.24
S -4.28484 -2.86658 -0.56353 0.3 0.5 -0.6 0.17
Br 1.26731 4.59880 -4.25664 0.0 -0.2 0.0 0.87
C 1.01283 2.73840 -4.19822 0.0 0.0 0.0 -0.64
C 1.63619 1.89065 -5.10459 -0.1 0.1 0.1 -0.04
C 1.32945 0.54154 -5.03783 0.0 0.0 0.0 0.00
C 0.48838 0.07071 -4.05363 0.1 -0.1 -0.1 -0.13
N -0.05949 0.88177 -3.12131 0.0 0.0 0.2 -0.10
C 0.18146 2.20409 -3.23032 0.0 0.3 0.0 -0.16
H 2.33158 2.27645 -5.83770 -0.1 0.0 -0.1 0.13
H 1.74245 -0.15784 -5.75089 0.0 0.0 0.0 0.13
H 0.24294 -0.97734 -4.01174 0.0 0.0 0.0 0.06
H -0.29612 2.86516 -2.52590 0.0 0.0 0.0 0.10
```
Positions in Å, forces in eV/Å.

Its LUMO energy is -8.59 eV. As for the energy: -227962.66129 eV. The charge is +2.

***

No. 4
# C23H18AuBr2N5OS

A structure of composition C23H18AuBr2N5OS (ωB97M-V/def2-TZVPD, OMol25).

Geometry as XYZ:
```
51
Properties=species:S:1:pos:R:3:forces:R:3:lowdin_charge:R:1
Au 0.94964 -0.08485 1.14759 0.5 0.1 0.3 0.86
Br -2.72021 3.28082 -2.32861 0.0 0.0 0.0 1.05
C -2.75088 1.45994 -2.33727 0.0 0.0 0.0 -0.56
C -3.63006 0.75824 -3.10466 0.0 0.0 0.0 -0.14
C -3.62062 -0.65114 -3.08298 0.0 0.0 0.0 -0.53
Br -4.84604 -1.48217 -4.15528 0.0 0.0 0.0 1.08
C -2.71187 -1.42651 -2.27670 0.0 0.0 0.0 -0.17
C -2.69603 -2.82631 -2.25279 0.0 0.0 0.0 0.02
C -1.77907 -3.46626 -1.44401 0.0 0.0 0.0 0.02
C -0.90690 -2.69533 -0.68520 0.0 0.0 0.0 -0.05
N -0.90738 -1.35856 -0.69608 -0.2 -0.2 -0.1 0.11
C -1.78270 -0.74955 -1.46602 -0.1 -0.1 -0.1 -0.15
C -1.74398 0.75097 -1.44598 -0.2 0.1 -0.2 -0.33
O -0.97617 1.37618 -0.77630 0.0 0.0 0.0 0.10
H -4.34262 1.26972 -3.73688 0.0 0.0 0.0 0.12
H -3.38831 -3.39692 -2.85629 0.0 0.0 0.0 0.10
H -1.73476 -4.54500 -1.39769 0.0 0.0 0.0 0.13
H -0.17297 -3.16172 -0.03803 0.0 0.0 0.0 0.13
S 5.53215 0.34700 -3.61487 -0.1 0.1 -0.1 1.03
C 4.28841 0.27481 -2.35724 0.0 0.0 0.0 -0.49
C 2.99756 -0.13285 -2.68169 0.0 -0.1 0.0 -0.06
C 2.04897 -0.22674 -1.68566 0.0 0.0 0.0 -0.13
N 2.30597 0.06907 -0.40588 0.0 0.0 -0.1 -0.14
C 3.55219 0.46998 -0.08990 0.0 0.0 0.0 -0.11
C 4.55747 0.57317 -1.02490 0.0 0.1 0.0 -0.04
C 6.10157 2.02011 -3.34799 0.1 0.0 0.1 -0.53
C 5.42101 3.08396 -3.92080 0.0 0.0 0.0 -0.08
C 5.90141 4.36451 -3.68789 0.0 0.0 0.0 -0.13
N 6.97836 4.62363 -2.95192 0.0 0.0 0.0 0.08
C 7.63273 3.59250 -2.42957 0.0 0.0 0.0 -0.12
C 7.23997 2.26982 -2.59768 0.0 0.0 0.0 -0.08
H 2.73828 -0.37425 -3.70297 0.0 0.0 0.0 0.11
H 1.04075 -0.54348 -1.90607 0.0 0.0 0.0 0.08
H 3.73444 0.70346 0.94862 0.0 0.0 0.0 0.11
H 5.54363 0.88728 -0.71353 0.0 0.0 0.0 0.12
H 4.54824 2.92228 -4.53855 0.0 0.0 0.0 0.11
H 5.39787 5.22241 -4.11848 0.0 0.0 0.0 0.11
H 8.51735 3.82835 -1.84951 0.0 0.0 0.0 0.12
H 7.81785 1.46239 -2.16876 0.0 0.0 0.0 0.11
C -2.39121 0.57586 5.51320 0.0 0.0 0.0 0.02
N -1.25938 0.13935 4.69899 0.0 0.0 0.0 -0.11
C -0.15516 -0.54221 5.14526 0.0 0.0 0.0 -0.03
C 0.64368 -0.73571 4.06505 -0.1 0.0 0.0 -0.13
N 0.03133 -0.17852 2.96202 -0.1 -0.1 0.1 -0.16
C -1.11155 0.33786 3.38417 0.0 0.1 0.0 -0.15
H -2.19428 0.30724 6.54634 0.0 0.0 0.0 0.10
H -3.30262 0.08136 5.18590 0.0 0.0 0.0 0.10
H -2.50557 1.65486 5.44460 0.0 0.0 0.0 0.10
H -0.03579 -0.82154 6.17692 0.0 0.0 0.0 0.13
H 1.59633 -1.22868 4.00232 0.0 0.0 0.0 0.11
H -1.82800 0.86336 2.77646 0.0 0.0 0.0 0.14
```
Positions in Å, forces in eV/Å.

Its LUMO energy is -9.41 eV. As for the energy: -188237.98642 eV. The charge is +2.